Record 1
Entry from OMol25: a cluster of 2 separate species, C3H14Si4 in total (wB97M-V/def2-TZVPD).

Geometry (Å):
C1 -0.1281 -0.7623 -0.0143
C2 -0.3056 0.1007 0.9401
C3 -1.2551 0.2099 -0.2768
Si1 0.0992 0.8745 2.5698
Si2 3.4890 -1.5051 -0.9853
Si3 -0.9095 1.6246 -1.4888
Si4 -3.0296 -0.4081 -0.0292
H1 3.1516 -0.5958 0.1045
H2 0.3992 -1.5877 -0.4282
H3 1.0286 0.0115 3.3126
H4 -1.1456 1.0392 3.3266
H5 0.7106 2.1846 2.3127
H6 2.8382 -1.0571 -2.2160
H7 3.0276 -2.8550 -0.6679
H8 4.9358 -1.5340 -1.1832
H9 0.3446 2.2816 -1.1030
H10 -2.0130 2.5846 -1.4365
H11 -0.7765 1.1036 -2.8532
H12 -3.6774 -0.5809 -1.3321
H13 -3.7868 0.5620 0.7659
H14 -2.9972 -1.6907 0.6822

Computed properties:
SMILES: [SiH3]C1=CC1([SiH3])[SiH3].[SiH4]
Energy above the lowest of the compared OMol25 structures with the same formula, charge and spin in kcal per mole: 20.51
HOMO level in eV: -8.72
HOMO-LUMO gap in eV: 9.42
Charge: 0

=====

Record 2
Entry from OMol25: a structure of composition C3H15AgN4O8 (wB97M-V/def2-TZVPD).

Geometry (Å):
Ag1 0.2959 0.1522 0.9376
O1 -2.4646 -2.3554 2.6724
C1 -1.6336 -1.4970 2.1251
O2 -1.5880 -0.2905 2.4398
O3 -0.8241 -1.8917 1.2346
H1 -3.0245 -1.8694 3.2959
O4 1.1600 2.2931 0.2182
H2 1.8648 2.2479 -0.4349
H3 0.9339 3.2257 0.2864
O5 0.8982 1.4070 2.9558
H4 0.3560 2.2021 2.9725
H5 1.0379 1.1897 3.8831
O6 2.2515 -0.9192 1.7468
H6 3.1062 -0.7594 1.3352
H7 2.4145 -1.5676 2.4390
C2 2.0858 -0.9601 -1.9224
O7 1.4664 -0.5985 -0.9244
N1 2.6229 -2.2102 -2.0015
N2 2.2670 -0.1578 -3.0096
H8 2.3871 -2.8627 -1.2762
H9 3.2685 -2.5144 -2.7071
H10 1.8872 0.7688 -3.0210
H11 2.6433 -0.5208 -3.8670
C3 -2.4811 0.8404 -1.0229
O8 -1.3547 0.5724 -0.5981
N3 -3.0328 2.0991 -0.9375
N4 -3.2738 -0.1101 -1.6137
H12 -4.0228 2.1292 -0.7443
H13 -2.4904 2.7265 -0.3664
H14 -3.9239 0.2269 -2.3051
H15 -2.8327 -0.9965 -1.7904

Computed properties:
Energy above the lowest of the compared OMol25 structures with the same formula, charge and spin in kcal per mole: 0.00
HOMO level (spin up / spin down) in eV: -12.82 / -12.50
Expectation value of S²: 0.757
HOMO-LUMO gap (spin up / spin down) in eV: 10.32 / 6.89
Charge: +1
Spin multiplicity: 2

=====

Record 3
Entry from OMol25: a cluster of 2 separate species, C3H15BFNO2P in total (wB97M-V/def2-TZVPD).

Geometry (Å):
C1 2.5042 -0.0516 0.2986
C2 1.7544 -1.1748 0.9896
F1 1.3991 -0.7380 2.2748
P1 0.0757 -1.3613 0.0584
C3 -1.5611 -1.2425 -0.8930
B1 -2.5907 -0.3972 -0.0719
O1 -2.3721 0.9776 -0.0162
O2 -3.6717 -0.9080 0.6097
H1 3.5419 -0.2396 0.0311
H2 2.5049 0.7904 1.0004
H3 1.9250 0.2445 -0.5911
H4 2.3088 -2.1103 1.0907
H5 0.8155 -1.3874 -1.1636
H6 -0.2712 -2.5495 0.7390
H7 -0.2140 -0.1292 0.7350
H8 -1.9415 -2.2346 -1.1487
H9 -1.3345 -0.6846 -1.8104
H10 -2.6405 1.3175 0.8481
H11 -3.4862 -1.5559 1.2975
N1 0.6521 2.6916 -0.8562
H12 1.5697 2.8463 -0.4328
H13 0.1787 3.5855 -1.0046
H14 0.7687 2.2117 -1.7511
H15 0.0849 2.0995 -0.2334

Computed properties:
HOMO level in eV: -11.75
HOMO-LUMO gap in eV: 7.69
Charge: +1

=====

Record 4
Entry from OMol25: a structure of composition C3H15CdO6 (wB97M-V/def2-TZVPD).

Geometry (Å):
Cd1 -0.0722 -0.0923 0.1071
C1 -1.4788 -2.8363 -1.1263
O1 -1.0529 -1.9879 -0.1595
H1 -0.6815 -3.1276 -1.8604
H2 -1.8999 -3.7778 -0.7106
H3 -2.2946 -2.4211 -1.7660
C2 0.0463 1.8277 -2.4406
O2 -0.7654 1.1748 -1.5823
H4 -0.0417 2.9379 -2.3481
H5 1.1409 1.6103 -2.2830
H6 -0.1775 1.5847 -3.5028
C3 -1.2387 0.8797 2.9210
O3 -1.1545 1.1310 1.6043
H7 -0.5145 1.4787 3.5480
H8 -2.2429 1.1058 3.3502
H9 -1.0608 -0.1928 3.2062
O4 1.4750 1.8051 0.4617
H10 1.3320 2.2953 1.2743
H11 1.8212 2.4248 -0.1836
O5 1.0882 -0.9025 1.7964
H12 1.4233 -1.7879 1.9427
H13 1.1451 -0.4293 2.6295
O6 1.5771 -0.9319 -1.2798
H14 1.2326 -1.2891 -2.1020
H15 2.3942 -0.4793 -1.4964

Computed properties:
Energy above the lowest of the compared OMol25 structures with the same formula, charge and spin in kcal per mole: 5.88
HOMO level in eV: -3.59
HOMO-LUMO gap in eV: 6.32
Charge: -1

=====

Record 5
Entry from OMol25: a cluster of 2 separate species, C3H15N10P in total (wB97M-V/def2-TZVPD).

Geometry (Å):
C1 -2.7977 1.3248 2.0501
C2 1.7580 1.3576 -0.8653
C3 1.7011 -2.7456 -1.3248
N1 -0.8365 -0.4315 -0.4286
N2 -1.6324 1.2905 1.5280
N3 -3.6843 0.3619 1.7749
N4 -3.1461 2.2473 2.8763
N5 2.8153 2.1173 -0.5593
N6 1.1108 1.5352 -2.0497
N7 2.4348 -3.8384 -1.6240
N8 1.2594 -1.7037 -2.0319
N9 1.2894 -2.4030 -0.0766
N10 1.5805 0.2746 -0.0354
P1 0.6452 -0.9085 -0.5203
H1 -1.6096 -1.0879 -0.4226
H2 -3.2552 -0.5926 1.5310
H3 -4.5283 0.3781 2.3245
H4 -2.5954 3.1579 2.9999
H5 -4.0575 2.1309 3.3606
H6 2.8324 3.0470 -0.8140
H7 3.5380 1.9176 0.0660
H8 1.5656 2.2411 -2.6046
H9 0.2143 1.1601 -2.1210
H10 2.1446 -4.4674 -2.3958
H11 2.8958 -4.3085 -0.8195
H12 1.3684 -1.5236 -3.1009
H13 1.3607 -2.9703 0.7073
H14 -1.4664 0.6150 0.7690
H15 -0.9052 1.8241 1.8067

Computed properties:
Energy above the lowest of the compared OMol25 structures with the same formula, charge and spin in kcal per mole: 0.00
HOMO level in eV: -16.02
HOMO-LUMO gap in eV: 10.56
Charge: +2

=====

Record 6
Entry from OMol25: a cluster of 3 separate species, C3H15N2O2 in total (wB97M-V/def2-TZVPD).

Geometry (Å):
C1 -1.3776 -0.0346 0.7606
N1 -2.2170 1.0443 1.3162
C2 -0.4454 0.3946 -0.3722
N2 0.9150 0.6745 0.2408
C3 1.9584 1.2753 -0.6689
H1 -0.8929 -0.5439 1.5969
H2 -2.0585 -0.7573 0.2973
H3 -3.1908 0.7956 1.3984
H4 -2.1288 1.8833 0.7673
H5 -0.3084 -0.4239 -1.0787
H6 -0.8117 1.3386 -0.7915
H7 1.2929 -0.2440 0.5663
H8 0.7249 1.2787 1.0326
H9 1.5919 1.2773 -1.6921
H10 2.2597 2.1810 -0.1475
H11 2.8567 0.6549 -0.7546
H12 -1.8817 -1.4378 -3.0537
H13 -1.4714 -2.3777 -2.1307
O1 -1.7072 -1.4315 -2.0950
H14 3.3385 -1.6509 0.6985
H15 2.8239 -1.5379 2.0110
O2 2.5154 -1.3480 1.1102

Computed properties:
Energy above the lowest of the compared OMol25 structures with the same formula, charge and spin in kcal per mole: 30.44
HOMO level in eV: -12.61
HOMO-LUMO gap in eV: 9.71
Charge: +1

=====

Record 7
Entry from OMol25: a cluster of 5 separate species, C3H15N2O2 in total (wB97M-V/def2-TZVPD).

Geometry (Å):
C1 -0.3952 0.2262 -0.2054
C2 -1.5020 1.0835 0.4638
C3 -1.8545 -0.3880 -0.0118
N1 -1.7557 1.2849 -2.2671
N2 0.5078 2.8660 -1.8790
H1 0.3281 -0.1541 0.4457
H2 -0.0939 0.4607 -1.1945
H3 -1.5483 1.9594 -0.1283
H4 -1.4727 1.2484 1.5208
H5 -2.4807 -0.3875 -0.9383
H6 -2.1335 -1.3402 0.6180
H7 -0.4470 2.2967 -1.9485
H8 -1.5064 0.9079 -3.1565
H9 -2.7083 1.5902 -2.1975
H10 0.3698 3.8222 -1.6258
H11 1.2105 2.7630 -2.5484
H12 2.3435 -2.4062 3.1080
H13 2.9536 -1.7213 4.4787
O1 2.3657 -1.6135 3.6264
H14 3.1241 -4.7107 1.6931
H15 2.1949 -3.8595 0.6323
O2 2.5004 -3.9280 1.5145

Computed properties:
Energy above the lowest of the compared OMol25 structures with the same formula, charge and spin in kcal per mole: 227.78
HOMO level in eV: -12.87
HOMO-LUMO gap in eV: 3.18
Charge: +1

=====

Record 8
Entry from OMol25: a cluster of 3 separate species, C3H15N2O2 in total (wB97M-V/def2-TZVPD).

Geometry (Å):
C1 -1.7321 -1.0388 0.1879
C2 -1.0226 -0.8194 -1.1756
C3 -0.5093 0.6767 -1.4400
N1 0.4654 0.9996 -0.3197
N2 -2.2839 0.1874 0.8090
H1 -1.0952 -1.5172 1.0144
H2 -2.5593 -1.6339 -0.0333
H3 -0.2336 -1.5583 -1.3041
H4 -1.5584 -1.1445 -2.0866
H5 0.0860 0.7621 -2.3687
H6 -1.3900 1.3188 -1.3405
H7 1.3256 0.4024 -0.4138
H8 -0.0670 0.6057 0.6584
H9 0.7627 1.9850 -0.3699
H10 -2.7080 0.0029 1.7300
H11 -3.0765 0.6148 0.2749
H12 4.0632 -0.8342 -2.1811
H13 3.9047 0.6829 -1.7957
O1 3.5827 -0.1605 -1.5997
H14 1.5185 -0.0494 3.6015
H15 -0.0510 -0.2697 3.6181
O2 0.5914 0.0871 3.1168

Computed properties:
Energy above the lowest of the compared OMol25 structures with the same formula, charge and spin in kcal per mole: 39.95
HOMO level in eV: -13.34
HOMO-LUMO gap in eV: 10.43
Charge: +1

=====

Record 9
Entry from OMol25: a structure of composition C3H15N2O2 (wB97M-V/def2-TZVPD).

Geometry (Å):
C1 0.5662 -0.9170 -0.8326
C2 0.7009 -2.2779 -1.0868
C3 1.8735 -1.0971 -0.1621
N1 1.7704 -1.6340 1.1834
N2 -1.6739 -1.1361 1.6844
H1 0.7086 -0.2053 -1.6064
H2 -0.2348 -0.5568 -0.1930
H3 0.2183 -3.0223 -0.4648
H4 1.1788 -2.6279 -1.9986
H5 2.2331 0.0219 -0.0807
H6 2.7955 -1.4739 -0.6987
H7 -0.7083 -0.9293 1.9682
H8 2.5500 -1.2923 1.6779
H9 1.8807 -2.6959 1.1817
H10 -1.5103 -2.0855 1.2650
H11 -2.1973 -1.2756 2.5600
H12 -1.1185 2.9886 -1.4176
H13 -1.2349 2.1864 -0.2936
O1 -1.4130 2.0601 -1.2755
H14 -1.5900 5.8668 -0.6429
H15 -2.8365 5.1374 -0.1769
O2 -1.9584 4.9657 -0.5904

Computed properties:
Energy above the lowest of the compared OMol25 structures with the same formula, charge and spin in kcal per mole: 109.51
HOMO level in eV: -13.56
HOMO-LUMO gap in eV: 7.41
Charge: +1

=====

Record 10
Entry from OMol25: a cluster of 4 separate species, C3H15N2O3 in total (wB97M-V/def2-TZVPD).

Geometry (Å):
C1 0.6504 -0.6511 2.3137
C2 0.4878 -0.1212 0.8826
C3 -0.8617 -0.1133 0.5600
N1 -1.4042 0.2273 -0.7464
N2 1.6224 0.1101 0.1006
H1 -0.2101 -1.1866 2.7403
H2 0.6489 0.0899 3.2165
H3 1.4403 -1.2843 2.5451
H4 -1.5456 -0.3639 1.4254
H5 -1.7650 -0.6513 -1.2242
H6 -0.7188 0.5498 -1.4003
H7 -2.0998 0.9554 -0.6567
H8 2.5396 -0.1069 0.3024
H9 1.5978 0.6128 -0.7518
H10 3.4453 1.0256 -3.0668
H11 2.9832 2.1690 -2.0258
O1 2.7385 1.3130 -2.3080
H12 -2.8239 -3.1449 2.4751
H13 -3.6809 -2.4455 3.5835
O2 -3.5388 -2.4880 2.6126
H14 0.8340 2.3413 -2.5069
H15 0.4978 1.0853 -3.4802
O3 0.2591 1.5883 -2.7038

Computed properties:
Energy above the lowest of the compared OMol25 structures with the same formula, charge and spin in kcal per mole: 57.50
HOMO level in eV: -12.21
HOMO-LUMO gap in eV: 9.21
Charge: +1

=====

Number 1: largest force on an atom 1.2 eV/Å. Number 2: largest force on an atom 1.4 eV/Å. Number 3: largest force on an atom 0.9 eV/Å. Number 4: largest force on an atom 3.0 eV/Å. Number 5: largest force on an atom 4.5 eV/Å. Number 6: largest force on an atom 2.3 eV/Å. Number 7: largest force on an atom 3.9 eV/Å. Number 8: largest force on an atom 7.0 eV/Å. Number 9: largest force on an atom 5.4 eV/Å. Number 10: largest force on an atom 4.9 eV/Å.